The following is a DFT calculation (the ωB97M-V functional and the def2-TZVPD basis) of a cluster of 10 separate species, C40H77F3O29 in total at a distorted geometry.

Positions of all 149 atoms, in Å:
C (-4.3023, 3.1018, 0.3354)
C (-3.3604, 1.8968, 0.1392)
O (-4.0906, 0.6822, -0.0031)
C (-4.0565, -0.1678, 1.0123)
O (-3.9472, 0.0831, 2.1674)
C (-4.2923, -1.6027, 0.4761)
F (-4.4566, -1.6617, -0.8389)
F (-3.2779, -2.3744, 0.8568)
F (-5.4196, -2.1279, 1.0059)
H (-5.0412, 3.2135, -0.4566)
H (-3.7344, 4.0246, 0.4020)
H (-4.8207, 2.8155, 1.2550)
H (-2.6493, 1.8488, 0.9597)
H (-2.8044, 2.1255, -0.7681)
C (-5.5633, -7.4116, -1.7455)
C (-5.2118, -6.2246, -2.6006)
O (-4.0406, -5.5658, -2.1190)
C (-3.8494, -4.2994, -2.4917)
O (-4.6681, -3.5978, -3.0095)
O (-2.5876, -4.0044, -2.2007)
C (-2.1316, -2.7304, -2.5956)
H (-4.7686, -8.1481, -1.6332)
H (-6.4385, -7.9064, -2.1687)
H (-5.8590, -7.1150, -0.7366)
H (-6.0479, -5.5290, -2.6613)
H (-5.0139, -6.5601, -3.6208)
H (-2.6049, -2.3420, -3.5015)
H (-1.0808, -2.7898, -2.8758)
H (-2.2519, -1.9140, -1.8833)
C (-0.6070, -1.3169, 2.7137)
C (-0.1072, -1.4911, 1.2911)
O (-0.6470, -0.4998, 0.4226)
C (-0.1235, -0.3930, -0.7814)
O (0.8095, -1.0046, -1.2283)
O (-0.9182, 0.4509, -1.4496)
C (-0.8150, 0.5901, -2.8645)
H (0.0370, -1.8154, 3.4343)
H (-1.5887, -1.7703, 2.8466)
H (-0.7183, -0.2512, 2.9240)
H (-0.4146, -2.4858, 0.9547)
H (0.9820, -1.4562, 1.2241)
H (0.0863, 1.1034, -3.2057)
H (-1.7136, 1.0797, -3.2212)
H (-0.6634, -0.4013, -3.2975)
C (-1.5673, 4.8057, -4.1204)
C (-0.3014, 4.1994, -3.5511)
O (0.2512, 3.2381, -4.4490)
C (1.0438, 3.5710, -5.4408)
O (1.2901, 4.6915, -5.8033)
O (1.4105, 2.4454, -6.0667)
C (2.3863, 2.5751, -7.0796)
H (-2.3653, 4.0642, -4.1211)
H (-1.5397, 5.2913, -5.0954)
H (-1.9134, 5.6208, -3.4764)
H (-0.5616, 3.6448, -2.6544)
H (0.4268, 4.9755, -3.3156)
H (3.3168, 2.9900, -6.6867)
H (2.0238, 3.2603, -7.8513)
H (2.5575, 1.6032, -7.5325)
C (4.5501, 0.9008, 2.8232)
C (3.3972, 0.8461, 3.7772)
O (2.4003, 1.7666, 3.3559)
C (1.2362, 1.6937, 4.0385)
O (1.0719, 1.0594, 5.0435)
O (0.3771, 2.4577, 3.4210)
C (-0.9298, 2.6252, 3.9389)
H (4.9792, 1.9011, 2.7513)
H (4.2006, 0.7154, 1.8001)
H (5.2964, 0.1408, 3.0481)
H (3.7711, 1.0790, 4.7810)
H (2.9473, -0.1449, 3.8865)
H (-1.4784, 1.6856, 3.9942)
H (-1.4517, 3.2469, 3.2125)
H (-0.9141, 3.1803, 4.8761)
C (1.9503, 2.2564, 0.2357)
C (1.6788, 3.2651, -0.8742)
O (1.2139, 4.5230, -0.3797)
C (-0.0891, 4.6610, -0.1237)
O (-0.9432, 3.8090, -0.1549)
O (-0.3185, 5.9510, 0.0595)
C (-1.4849, 6.2771, 0.7991)
H (2.5795, 1.4462, -0.1364)
H (1.0329, 1.8723, 0.6857)
H (2.5017, 2.6837, 1.0767)
H (0.9545, 2.7671, -1.5192)
H (2.6063, 3.4154, -1.4198)
H (-1.6531, 7.3506, 0.8320)
H (-1.4307, 5.8204, 1.7838)
H (-2.4163, 5.9435, 0.3322)
C (-5.6890, -3.0247, 5.0373)
C (-4.7352, -2.7981, 6.1933)
O (-3.3759, -2.8888, 5.7297)
C (-2.4702, -2.1033, 6.2784)
O (-2.6797, -1.2494, 7.1165)
O (-1.2844, -2.3943, 5.7797)
C (-0.0835, -1.8362, 6.3293)
H (-5.3816, -2.4594, 4.1579)
H (-6.6679, -2.6452, 5.3403)
H (-5.8559, -4.0667, 4.7676)
H (-4.8752, -3.5865, 6.9317)
H (-4.8803, -1.8027, 6.6031)
H (0.7093, -2.2916, 5.7485)
H (-0.0424, -1.9860, 7.4061)
H (-0.1383, -0.7742, 6.0739)
C (3.4504, -3.3281, 1.8467)
C (4.1503, -3.5198, 3.1710)
O (3.3531, -3.0277, 4.2516)
C (3.9697, -2.2956, 5.1902)
O (5.1329, -2.0147, 5.2159)
O (3.0579, -2.0050, 6.1174)
C (3.4819, -1.2565, 7.2447)
H (2.6043, -4.0236, 1.7902)
H (4.0573, -3.7554, 1.0433)
H (3.1364, -2.3200, 1.5917)
H (5.1449, -3.0878, 3.0612)
H (4.2316, -4.5824, 3.4017)
H (2.9176, -0.3242, 7.2425)
H (4.5421, -1.0086, 7.1930)
H (3.3541, -1.7367, 8.2141)
C (8.9412, 1.1902, 0.2439)
C (7.4396, 1.3929, 0.0921)
O (6.8393, 0.1321, -0.1791)
C (5.6255, 0.0959, -0.6892)
O (4.9574, 1.0530, -1.0098)
O (5.2024, -1.1549, -0.7066)
C (3.8813, -1.4007, -1.1800)
H (9.4037, 0.6182, -0.5536)
H (9.0835, 0.6529, 1.1859)
H (9.3925, 2.1712, 0.3880)
H (7.2803, 2.0636, -0.7564)
H (6.9930, 1.8877, 0.9540)
H (3.6433, -0.6911, -1.9706)
H (3.1396, -1.4788, -0.3952)
H (3.8937, -2.3360, -1.7439)
C (-3.0703, 2.2203, -6.1390)
C (-3.0336, 0.7518, -6.5783)
O (-1.8099, 0.4124, -7.2095)
C (-1.0979, -0.5828, -6.6790)
O (-1.3315, -1.1812, -5.6712)
O (-0.0753, -0.7823, -7.5042)
C (0.9172, -1.6958, -7.0348)
H (-3.2707, 2.8924, -6.9727)
H (-2.0814, 2.5128, -5.7828)
H (-3.8165, 2.3225, -5.3535)
H (-3.8574, 0.5963, -7.2796)
H (-3.2759, 0.0915, -5.7463)
H (1.8458, -1.3511, -7.4921)
H (0.8007, -2.6706, -7.5117)
H (0.9852, -1.7680, -5.9560)

Force components x, y, z for each atom (eV/Å):
C -0.13 -1.42 0.64
C -0.03 2.32 -0.54
O 0.63 -0.29 -0.31
C -0.77 0.09 -0.94
O 0.45 -0.06 0.62
C -0.98 -0.20 0.39
F 0.42 0.04 0.00
F 0.29 -0.20 -0.20
F 0.24 0.23 0.23
H 0.08 -0.21 -0.14
H 0.08 -0.04 0.30
H -0.26 0.88 0.10
H -0.05 -0.25 0.05
H 0.12 -0.87 -0.09
C -0.23 -0.07 0.66
C -0.34 -0.05 -0.51
O 0.15 -0.40 0.38
C -0.19 -0.58 -0.05
O -0.11 0.39 -0.27
O 0.18 0.26 0.29
C 0.54 1.41 -1.25
H 0.12 0.10 -0.24
H 0.08 -0.03 -0.15
H 0.10 0.15 -0.02
H 0.08 0.12 0.15
H 0.11 0.06 -0.07
H -0.35 -0.48 0.03
H 0.08 -0.38 0.39
H -0.13 -0.50 0.56
C -0.51 0.34 -0.36
C 0.62 -0.98 0.40
O -0.50 0.25 0.85
C -0.72 -0.14 -1.04
O 0.26 0.07 -0.04
O -0.12 0.62 0.29
C 1.24 -1.09 -0.34
H 0.26 0.20 -0.07
H -0.08 0.09 -0.11
H 0.24 -0.06 0.28
H 0.07 0.12 -0.34
H -0.03 0.13 0.08
H -0.13 0.51 0.44
H -0.06 -0.04 0.08
H -0.59 -0.01 -0.13
C -0.82 0.50 0.40
C -0.27 0.92 -0.68
O -0.11 -1.25 0.80
C -0.45 0.61 -1.01
O 0.46 0.03 0.19
O -0.03 -0.44 0.73
C 0.19 0.81 -0.75
H -0.01 -0.01 -0.12
H 0.61 -0.40 -0.18
H 0.11 -0.18 0.30
H 0.14 -0.06 0.00
H 0.17 -0.12 -0.05
H -0.05 -0.14 0.08
H 0.06 -0.07 0.04
H -0.12 -0.11 0.27
C -0.29 -0.02 -1.29
C 0.49 -0.46 1.00
O -0.56 0.02 0.14
C 1.20 -0.11 0.16
O -0.29 -0.21 0.23
O -0.27 0.62 -0.92
C -0.62 0.31 -0.08
H 0.18 -0.05 0.42
H -0.06 -0.19 0.07
H 0.09 0.15 0.23
H -0.30 0.29 0.01
H 0.04 -0.03 -0.36
H 0.20 -0.07 0.34
H 0.13 -0.01 -0.10
H 0.05 -0.36 0.18
C 0.20 0.29 0.67
C 0.11 -1.69 0.57
O -0.31 0.13 -0.17
C 0.25 -0.37 -0.86
O 0.25 -0.21 0.29
O 0.08 0.98 0.44
C -1.24 -0.17 -0.15
H -0.22 -0.07 -0.19
H -0.08 -0.08 -0.23
H 0.05 0.24 -0.22
H -0.15 0.53 -0.25
H -0.11 0.54 -0.06
H 0.87 0.10 0.19
H 0.02 0.22 0.18
H 0.31 -0.52 -0.23
C -0.33 0.23 -0.02
C -0.01 0.00 -0.41
O -0.18 -0.62 -0.62
C 0.24 1.10 1.21
O 0.06 -0.34 -0.26
O -0.07 -1.29 -0.60
C -1.02 1.06 -0.65
H 0.04 -0.04 -0.01
H 0.00 0.05 -0.01
H 0.38 -0.05 0.00
H 0.05 0.25 0.31
H -0.02 -0.10 0.28
H 0.13 -0.14 0.38
H 0.18 -0.11 -0.06
H 0.47 0.00 0.44
C -0.70 -1.50 -0.34
C 0.20 -0.39 -0.66
O 0.05 0.91 0.11
C -0.20 -0.73 0.05
O 0.34 0.32 -0.09
O -0.14 -0.33 0.18
C 0.63 1.21 0.37
H -0.41 0.54 0.22
H 0.45 0.50 0.08
H 0.16 0.08 0.24
H -0.09 0.23 0.85
H 0.33 -0.05 -0.32
H -0.07 -0.04 0.02
H -0.03 -0.05 -0.30
H -0.45 -0.60 -0.37
C -0.71 -0.13 1.35
C 0.62 0.82 -1.29
O 0.52 -0.63 0.33
C -1.17 0.91 0.36
O 0.36 0.04 -0.11
O 0.33 -0.86 0.21
C 0.04 -0.26 -1.55
H -0.10 0.18 -0.21
H 0.30 -0.13 -0.13
H 0.19 -0.04 -0.27
H -0.29 -0.12 -0.02
H -0.06 -0.32 0.19
H -0.38 0.44 0.54
H 0.06 0.42 0.08
H 0.26 -0.27 0.50
C 0.74 -0.50 -0.32
C -1.34 0.51 0.32
O -0.11 -0.01 -0.05
C -0.10 0.50 -0.72
O -0.07 -0.30 0.59
O 0.27 -0.20 0.38
C 0.80 -0.25 -1.14
H -0.26 -0.06 0.01
H -0.09 -0.09 0.34
H 0.00 0.25 -0.03
H 0.29 -0.13 -0.31
H 0.54 -0.04 0.10
H 0.09 0.31 0.43
H -0.56 -0.13 0.38
H -0.15 0.09 0.02

For the gap between HOMO and LUMO, the calculation gives 0.396 hartree. Its SMILES is CCOC(=O)C(F)(F)F.CCOC(=O)OC.CCOC(=O)OC.CCOC(=O)OC.CCOC(=O)OC.CCOC(=O)OC.CCOC(=O)OC.CCOC(=O)OC.CCOC(=O)OC.CCOC(=O)OC. The multiplicity is 1. The relative energy (zero: lowest compared OMol25 entry of this formula, charge and spin) comes out at 0.0 kJ/mol. Its LUMO energy is 0.52 eV.